19
Properties=species:S:1:pos:R:3:forces:R:3 method="wB97M-V/def2-TZVPD" smiles="C[S@@](=O)(O)=NN.C#CC" e_tot_ev=-22215.1619 mol_weight_g_mol=150.20 homo_ha=-0.3530 max_force_ha_per_bohr=0.0665 relative_energy_kcal_mol=108.8
C 0.06964 1.41993 2.06497 0.32 0.07 -1.37
C -0.18380 1.02063 0.95037 0.59 1.04 2.22
C 0.34232 1.74163 3.45147 1.78 -1.41 1.22
C 1.67102 -0.81244 -1.19396 0.40 -0.59 -0.60
N -1.96431 -0.61010 -0.97940 1.50 -0.34 -1.08
N -0.96217 0.04382 -1.85099 0.32 -0.65 0.46
O 0.73755 -0.68211 -3.48216 0.15 -0.36 -0.40
O -0.40379 -2.40915 -1.98099 2.30 1.23 -0.41
S 0.23964 -0.90117 -2.16450 -2.85 -0.37 -1.86
H -2.12572 0.09999 -0.33484 -0.20 1.11 2.20
H -0.33036 0.80668 -0.06033 -0.19 -0.15 -1.03
H 0.83603 0.80107 3.88962 -0.80 1.33 -0.32
H 0.95069 2.59736 3.84222 -0.20 -0.51 -1.41
H -0.58996 1.88568 3.91253 -1.35 -0.07 0.94
H 2.00856 0.22565 -1.29599 0.15 -0.32 -0.37
H 1.29878 -0.86639 -0.18234 0.73 -0.94 0.64
H 2.34131 -1.58054 -1.73851 -0.70 1.20 1.78
H -2.80992 -0.55260 -1.48520 -1.09 -0.36 -1.22
H -1.12550 -2.22796 -1.36196 -0.86 0.09 0.60


62
Properties=species:S:1:pos:R:3:forces:R:3 method="wB97M-V/def2-TZVPD" smiles="CCOP(=O)(OCC)OCC.CCOP(=O)(OCC)OCC.ClCCl.ClCCl" e_tot_ev=-100121.5291 mol_weight_g_mol=534.18 homo_ha=-0.3762 max_force_ha_per_bohr=0.0588
C 2.19661 6.67094 2.85553 -0.88 0.39 -0.93
C 1.52593 5.92566 1.68084 0.04 1.02 0.26
O 0.72470 4.92903 2.29810 -1.37 -0.83 0.79
P -0.87875 4.99787 2.24264 -0.65 2.05 -0.18
O -1.39797 6.41120 2.29221 0.84 -2.33 -0.45
O -1.47988 4.05358 3.37077 1.16 0.36 -0.55
C -1.48479 4.42246 4.77883 -0.13 0.00 -0.92
C -2.65875 5.34542 5.02509 0.01 0.71 -0.92
O -1.18379 4.12691 0.95890 -0.57 0.99 0.04
C -0.59509 2.81692 0.85508 -0.15 0.49 1.05
C -1.69901 1.83957 0.64298 -1.18 -0.47 1.05
H 2.91255 7.42197 2.46891 -0.20 -0.45 0.53
H 1.34737 7.17448 3.36195 0.61 0.02 -0.22
H 2.59403 5.96336 3.57903 0.47 0.04 -0.20
H 0.91571 6.65756 1.09021 0.37 -0.74 0.45
H 2.16351 5.36017 1.00109 0.38 0.35 0.10
H -1.54233 3.41494 5.18022 -0.12 0.30 0.89
H -0.54203 4.92255 5.07197 -0.31 -0.39 -0.23
H -2.53155 6.27745 4.37771 -0.01 -1.05 1.26
H -3.62394 4.93225 4.72130 0.23 -0.34 0.02
H -2.70434 5.52427 6.08861 -0.08 0.56 0.31
H 0.11868 2.88998 0.07075 0.50 -0.24 -0.85
H -0.04513 2.63756 1.78027 -0.02 -0.36 -0.06
H -2.23534 2.03393 -0.28613 0.16 -0.13 -0.07
H -1.30838 0.81364 0.66931 -0.18 0.20 -0.18
H -2.46544 1.94347 1.48075 1.05 -0.15 -0.95
C -0.55112 -2.52490 -3.46746 2.01 -2.12 -0.76
C 0.43330 -2.97407 -2.40445 0.55 0.66 0.53
O -0.35514 -3.69162 -1.45170 0.00 -1.34 1.11
P 0.01757 -5.24302 -1.20212 0.43 -0.24 -0.15
O 0.46070 -6.05435 -2.37180 -0.37 1.08 1.17
O 1.05391 -5.15169 0.02535 -0.73 0.94 -1.07
C 1.87180 -6.19016 0.53629 0.83 -0.64 0.48
C 0.98726 -7.17232 1.32297 -0.73 0.54 -0.69
O -1.30611 -5.76231 -0.50576 2.38 1.14 0.82
C -2.35094 -6.38267 -1.12891 -2.57 -0.77 0.08
C -3.30784 -5.43333 -1.86141 -0.38 -0.11 0.62
H -0.91587 -3.50266 -3.82694 -0.26 0.68 -0.44
H -1.33539 -1.96984 -3.06905 -1.28 1.02 0.80
H -0.03990 -1.97677 -4.25399 -0.09 0.02 -0.19
H 1.15948 -3.72837 -2.70328 0.32 0.58 -0.98
H 0.98417 -2.12916 -1.91345 -0.62 -0.72 -0.19
H 2.39750 -6.71447 -0.28575 -0.34 0.28 0.26
H 2.68667 -5.69819 1.15281 -1.20 -0.44 -0.53
H 0.13315 -6.62013 1.78660 0.91 -0.39 -0.03
H 0.51931 -7.86379 0.60658 0.15 0.09 0.20
H 1.54374 -7.75796 2.03663 0.15 -0.07 0.34
H -2.08502 -7.24372 -1.71528 0.67 -0.10 -0.70
H -2.87716 -6.84323 -0.28676 -0.29 0.15 -0.09
H -3.30427 -5.50725 -2.92571 0.39 -0.13 -0.82
H -4.32231 -5.67841 -1.56331 -0.23 -0.06 0.06
H -3.17199 -4.38685 -1.59892 0.31 -0.01 0.18
C 4.81378 0.89679 -3.89208 -0.29 0.55 -0.61
Cl 4.10190 2.50745 -4.08012 0.06 0.29 -0.03
Cl 3.63266 -0.31455 -4.35470 -0.16 -0.48 0.19
H 5.63756 0.80661 -4.58241 0.25 0.05 0.06
H 5.10537 0.82919 -2.86456 0.10 -0.43 0.40
C 0.43404 1.93858 -3.52372 -0.18 0.20 0.58
Cl 0.35875 0.86826 -2.08165 0.20 0.33 -0.30
Cl 0.75795 3.64671 -3.13144 -0.15 -0.25 0.17
H 1.27952 1.62629 -4.12771 -0.36 -0.25 -0.18
H -0.56960 1.88877 -3.94966 0.53 -0.04 -0.29